{
  "formula": "C13H17ClN2O2",
  "method": "ωB97M-V/def2-TZVPD",
  "symbols": ["C", "N", "C", "C", "Cl", "N", "C", "O", "O", "C", "C", "C", "C", "C", "C", "C", "C", "C", "H", "H", "H", "H", "H", "H", "H", "H", "H", "H", "H", "H", "H", "H", "H", "H", "H"],
  "coordinates": [[2.74800, -2.00229, -2.57404], [2.68415, -0.96559, -1.53919], [3.97530, -0.31319, -1.35453], [1.70999, -0.93994, -0.58991], [2.19289, -0.45755, 1.03341], [0.32527, 0.06089, -0.87372], [-0.00446, -0.01330, -2.24228], [0.12434, -1.00114, -2.96141], [-0.38556, 1.19567, -2.72032], [-0.40530, 2.14163, -1.60230], [-0.25769, 1.28528, -0.35362], [-1.75009, 1.18773, 0.16166], [-2.14926, 0.54009, 1.49649], [-3.30534, -0.28660, 1.59168], [-3.59186, -0.93866, 2.79765], [-2.80388, -0.71370, 3.94023], [-1.77532, 0.23010, 3.87230], [-1.45457, 0.87242, 2.66958], [3.55703, -1.70681, -3.25643], [2.99645, -3.04546, -2.29466], [1.79367, -1.96201, -3.10600], [4.53915, -0.44902, -2.26904], [3.78264, 0.77275, -1.21738], [4.65530, -0.66183, -0.53964], [1.10432, -1.90862, -0.54942], [-1.33611, 2.74892, -1.67918], [0.46032, 2.79138, -1.68464], [0.31795, 1.83055, 0.42119], [-2.36206, 0.68872, -0.63075], [-2.14102, 2.24347, 0.25931], [-3.92812, -0.44054, 0.70079], [-4.43327, -1.63292, 2.84707], [-3.02822, -1.23553, 4.88063], [-1.20270, 0.47374, 4.75957], [-0.65194, 1.61138, 2.60690]],
  "nbo_charge": [-0.4195, -0.4791, -0.4069, 0.1952, -0.0157, -0.5589, 0.8864, -0.6478, -0.4950, -0.0740, -0.0713, -0.4287, 0.0026, -0.2250, -0.1913, -0.2300, -0.2002, -0.2278, 0.1968, 0.1846, 0.2637, 0.2070, 0.2033, 0.1979, 0.2385, 0.2009, 0.1842, 0.2178, 0.2155, 0.2128, 0.2145, 0.2130, 0.2172, 0.2116, 0.2077],
  "total_energy_ev": -33352.909,
  "orbital_gap_ha": 0.349,
  "smiles": "CN(C)[C@@H](Cl)N1C(=O)OC[C@H]1Cc1ccccc1",
  "e_above_lowest_kcal_mol": 78.5,
  "spin_multiplicity": 1,
  "e_lumo_ev": 0.64
}

***

{
  "formula": "CH19O8",
  "method": "ωB97M-V/def2-TZVPD",
  "symbols": ["O", "H", "H", "H", "O", "H", "H", "H", "C", "O", "H", "H", "H", "O", "H", "H", "O", "H", "H", "O", "H", "H", "O", "H", "H", "O", "H", "H"],
  "coordinates": [[-0.73114, 0.37519, -3.01110], [-0.40553, 0.25199, -2.11645], [-1.25386, -0.41920, -3.14260], [-0.04078, 0.40505, -3.67751], [-2.04919, -2.42327, -0.04097], [-1.83445, -2.73253, 0.84211], [-1.88913, -3.12859, -0.67224], [-1.61690, -1.61225, -0.31841], [0.17855, 0.54026, 0.43925], [-0.39031, -0.41353, -0.44624], [-0.54043, 0.74939, 1.23136], [1.01466, 0.09981, 0.98240], [0.52728, 1.48250, 0.01653], [-3.21644, 0.22749, -0.30796], [-2.29688, 0.26362, -0.04464], [-3.49494, 1.14292, -0.33342], [1.79472, -2.31373, -0.64333], [2.16321, -1.68653, -1.26548], [0.96838, -1.91867, -0.36529], [2.01426, 4.87766, -0.42920], [2.91411, 4.80268, -0.11160], [1.78383, 3.99168, -0.70878], [-1.60459, -1.71590, 2.45800], [-1.38710, -0.78841, 2.55118], [-1.62648, -2.04859, 3.35525], [3.81844, 0.53477, 2.25855], [3.12622, 0.13842, 1.72943], [4.07451, 1.31779, 1.77116]],
  "lowdin_spin": [0.2898, 0.0480, 0.1669, 0.1388, 0.0571, 0.0083, 0.0291, 0.0154, 0.0270, 0.0838, 0.0019, 0.0018, 0.0100, 0.0330, 0.0041, 0.0034, 0.0336, 0.0148, 0.0042, 0.0061, 0.0003, 0.0036, 0.0135, 0.0022, 0.0010, 0.0016, 0.0006, 0.0002],
  "total_energy_ev": -17719.453,
  "orbital_gap_ha": [0.135, 0.332],
  "spin_multiplicity": 2,
  "e_lumo_ev": [-0.27, -0.34]
}

***

{
  "formula": "C12H28BiNO5P2S",
  "method": "ωB97M-V/def2-TZVPD",
  "symbols": ["C", "C", "N", "C", "C", "C", "C", "P", "Bi", "P", "C", "O", "O", "H", "H", "H", "C", "C", "H", "H", "H", "H", "C", "C", "H", "H", "H", "H", "H", "H", "H", "H", "H", "H", "H", "H", "H", "H", "H", "H", "H", "H", "C", "S", "O", "O", "O", "H", "H", "H"],
  "coordinates": [[1.86509, -0.51488, -3.34941], [0.99727, -0.65304, -2.25552], [0.46274, 0.47361, -1.66954], [0.92897, 1.68868, -2.00303], [1.81917, 1.86415, -3.04863], [2.29557, 0.74993, -3.73948], [0.78056, -1.96056, -1.66917], [-0.58285, -2.19064, -0.52509], [-1.49790, 0.34342, -0.07906], [-0.33217, 2.60079, 0.36810], [0.40774, 2.92351, -1.27857], [3.05216, -2.00883, -0.32847], [3.03017, 0.28940, 0.87777], [2.21461, -1.43208, -3.81857], [2.13762, 2.87492, -3.29441], [2.98305, 0.85764, -4.56518], [-1.95877, -3.18166, -1.19432], [0.05002, -3.13169, 0.89624], [1.23356, 3.63792, -1.11290], [-0.35216, 3.43112, -1.90221], [2.21164, -2.13248, -0.91947], [0.98312, -2.82014, -2.33150], [-1.44347, 3.96661, 0.79641], [1.06321, 2.63055, 1.51222], [2.17693, -0.54992, 3.21341], [3.91233, 0.70052, 0.95647], [3.13696, -0.62207, 0.43135], [3.78312, -2.46132, -0.77876], [-2.77165, -0.27245, -1.18965], [2.52022, -0.47946, 2.52096], [-1.57545, -4.15190, -1.53553], [-2.69038, -3.36996, -0.39108], [-2.43209, -2.65629, -2.03723], [-0.04868, -4.20576, 0.68312], [1.10602, -2.88577, 1.07660], [-0.54561, -2.87203, 1.78507], [1.55997, 3.60620, 1.40970], [0.66630, 2.51025, 2.53241], [1.78231, 1.82199, 1.28420], [-0.94462, 4.92516, 0.59726], [-2.36189, 3.92887, 0.19067], [-1.68802, 3.89676, 1.86828], [-3.96449, -1.41834, 2.91307], [-3.08434, 0.11302, 2.63984], [-3.71483, 0.75746, 1.44319], [-3.08318, 0.89397, 3.84850], [-1.68164, -0.35762, 2.23455], [-4.43973, -1.34001, 3.89789], [-3.25537, -2.25470, 2.91787], [-4.71115, -1.56286, 2.12162]],
  "nbo_charge": [-0.2826, 0.2748, -0.5819, 0.2547, -0.3194, -0.1247, -0.9455, 0.9832, 1.2229, 0.8566, -0.7485, -1.0135, -1.0069, 0.2175, 0.2167, 0.2182, -0.9461, -0.9611, 0.2458, 0.2540, 0.4936, 0.2379, -0.9385, -0.9602, -0.0648, 0.4700, 0.5188, 0.4765, -0.2888, 0.0391, 0.2223, 0.2400, 0.2573, 0.2268, 0.2740, 0.2550, 0.2221, 0.2584, 0.3079, 0.2274, 0.2503, 0.2670, -0.8989, 2.3566, -1.0121, -0.9507, -1.0437, 0.2504, 0.2444, 0.2478],
  "total_energy_ev": -59874.946,
  "orbital_gap_ha": 0.240,
  "e_above_lowest_kcal_mol": 0.0,
  "spin_multiplicity": 1,
  "e_lumo_ev": 0.07
}

***

{
  "formula": "C4H5NO",
  "method": "ωB97M-V/def2-TZVPD",
  "symbols": ["C", "C", "C", "C", "N", "O", "H", "H", "H", "H", "H"],
  "coordinates": [[2.31865, 0.40934, -0.23157], [1.30435, -0.22785, -0.10742], [0.06496, -1.00284, -0.11907], [-1.21868, -0.26351, 0.28376], [-1.18497, 1.08881, 0.18309], [-2.20547, -0.88581, 0.62860], [3.23482, 0.94932, -0.31714], [0.11961, -1.89702, 0.50792], [-0.05715, -1.35715, -1.14871], [-2.02639, 1.60010, 0.40058], [-0.34974, 1.58662, -0.08004]],
  "nbo_charge": [-0.2335, -0.0241, -0.5854, 0.6845, -0.8223, -0.6076, 0.2407, 0.2669, 0.2633, 0.4076, 0.4099],
  "total_energy_ev": -7765.329,
  "orbital_gap_ha": 0.393,
  "smiles": "C#CCC(N)=O",
  "e_above_lowest_kcal_mol": 27.6,
  "spin_multiplicity": 1,
  "e_lumo_ev": 0.85
}

***

{
  "formula": "C20H23F13NO6",
  "method": "ωB97M-V/def2-TZVPD",
  "symbols": ["F", "C", "F", "C", "F", "F", "N", "C", "C", "C", "F", "F", "C", "F", "F", "C", "F", "F", "C", "F", "F", "F", "H", "H", "H", "H", "H", "O", "C", "O", "C", "C", "C", "H", "H", "H", "H", "H", "H", "O", "C", "O", "C", "C", "C", "H", "H", "H", "H", "H", "H", "O", "C", "O", "C", "C", "C", "H", "H", "H", "H", "H", "H"],
  "coordinates": [[4.44312, -1.19910, 3.41204], [5.29469, -1.91812, 2.62317], [6.19735, -2.50468, 3.45397], [4.49746, -2.91670, 1.77523], [5.50110, -3.79326, 1.20106], [3.83387, -3.77179, 2.68149], [3.73285, -2.25089, 0.91413], [2.58675, -2.98765, 0.43974], [1.85614, -2.25128, -0.66854], [1.23861, -0.90465, -0.33872], [1.97961, -0.10267, 0.45118], [1.10863, -0.21397, -1.53555], [-0.21205, -0.94416, 0.20066], [-0.70079, 0.32276, 0.14078], [-0.98968, -1.67719, -0.63167], [-0.38278, -1.42008, 1.68081], [0.76056, -1.50541, 2.35191], [-1.15606, -0.50946, 2.33079], [-1.15391, -2.76505, 1.82101], [-2.46246, -2.55287, 1.56656], [-1.05358, -3.20652, 3.09026], [-0.67891, -3.71434, 1.01024], [5.77025, -1.19956, 1.96086], [1.89991, -3.28783, 1.23951], [2.90589, -3.93067, -0.00707], [2.55869, -2.06833, -1.47412], [1.06248, -2.87328, -1.07521], [-5.58551, 3.52969, 4.15903], [-4.94863, 2.96419, 3.31759], [-5.22739, 3.08089, 1.99780], [-4.36382, 2.20666, 1.23555], [-3.16310, 1.94975, 2.12799], [-3.78470, 2.01374, 3.52045], [-4.91715, 1.29014, 1.00992], [-4.08911, 2.69519, 0.30888], [-2.65865, 1.01525, 1.90801], [-2.43983, 2.75808, 2.01207], [-4.17746, 1.04703, 3.84032], [-3.10099, 2.40174, 4.26965], [4.49339, -3.81272, -1.62992], [5.19035, -3.54516, -2.54922], [5.19582, -4.24369, -3.73111], [6.22232, -3.73679, -4.59247], [6.49811, -2.31839, -4.10700], [6.22228, -2.43728, -2.60920], [7.10082, -4.38179, -4.50214], [5.86745, -3.76938, -5.62114], [7.50083, -1.96975, -4.35080], [5.78309, -1.62854, -4.55871], [7.10241, -2.75714, -2.05053], [5.82214, -1.52571, -2.17565], [-3.71943, 4.79804, -0.39568], [-4.75509, 5.18454, -0.84621], [-4.84557, 6.27541, -1.64761], [-6.22236, 6.55432, -1.94777], [-6.95478, 5.23682, -1.73167], [-6.13480, 4.60221, -0.60986], [-6.57111, 7.33830, -1.27168], [-6.29321, 6.91592, -2.97101], [-8.00904, 5.36609, -1.49454], [-6.88587, 4.62337, -2.63148], [-6.47755, 4.90639, 0.37886], [-6.11159, 3.51929, -0.67527]],
  "nbo_charge": [-0.3559, 0.5223, -0.3570, 0.7038, -0.4467, -0.4078, -0.7940, -0.2317, -0.4603, 0.6526, -0.3017, -0.3550, 0.5740, -0.3129, -0.3173, 0.5562, -0.2655, -0.3179, 0.9252, -0.3166, -0.3057, -0.2974, 0.1227, 0.1523, 0.1917, 0.2365, 0.2129, -0.5813, 0.7956, -0.5075, -0.0851, -0.4248, -0.5303, 0.1677, 0.2221, 0.2438, 0.2164, 0.2340, 0.2422, -0.5161, 0.7863, -0.5081, -0.0687, -0.4293, -0.5321, 0.1689, 0.1855, 0.2114, 0.2055, 0.2384, 0.2548, -0.5632, 0.7955, -0.4908, -0.0704, -0.4292, -0.5329, 0.1766, 0.1935, 0.2198, 0.2074, 0.2552, 0.2422],
  "total_energy_ev": -70217.834,
  "orbital_gap_ha": 0.202,
  "e_above_lowest_kcal_mol": 0.0,
  "spin_multiplicity": 1,
  "charge": -1,
  "e_lumo_ev": 1.98
}

***

{
  "formula": "C11H18N2O",
  "method": "ωB97M-V/def2-TZVPD",
  "symbols": ["N", "C", "N", "C", "C", "O", "C", "C", "C", "C", "C", "C", "C", "C", "H", "H", "H", "H", "H", "H", "H", "H", "H", "H", "H", "H", "H", "H", "H", "H", "H", "H"],
  "coordinates": [[-6.25978, 0.42497, 1.59992], [-5.45006, 0.24838, 0.82831], [-4.58201, 0.11296, -0.18397], [-3.50982, 1.00221, -0.61317], [-2.49887, -0.20569, -0.74769], [-1.34556, -0.02841, 0.03854], [-0.15454, -0.76291, -0.48213], [1.03676, -0.27657, 0.22622], [2.20928, -1.34127, 0.34482], [3.46409, -0.79181, 0.82873], [3.92224, 0.56208, 0.22130], [2.78162, 1.53848, 0.22223], [1.35091, 1.08367, -0.26761], [-3.69005, -1.18658, -0.28386], [-3.68044, 1.35733, -1.57889], [-3.26694, 2.10356, -0.09017], [-2.18423, -0.51455, -1.70947], [0.30578, -0.37306, -1.53098], [-0.25462, -2.08951, -0.46762], [1.01375, -0.04949, 1.40509], [2.20829, -1.61155, -0.79169], [1.84629, -2.18039, 0.85450], [4.39972, -1.41543, 0.70599], [3.37931, -0.52550, 1.83117], [4.81524, 0.69418, 0.88256], [4.15349, 0.38440, -0.84703], [3.01072, 2.70020, -0.12443], [2.46848, 1.68599, 1.26869], [0.53197, 1.83123, 0.24182], [1.48066, 1.22253, -1.46585], [-4.22117, -1.89433, -1.05422], [-3.28055, -1.70516, 0.73891]],
  "nbo_charge": [-0.3775, 0.4212, -0.4869, -0.2162, 0.0984, -0.5307, -0.0769, -0.2946, -0.3768, -0.4044, -0.4043, -0.4097, -0.3991, -0.2387, 0.1941, 0.2231, 0.1777, 0.2046, 0.1836, 0.2052, 0.1774, 0.2167, 0.2152, 0.1945, 0.2253, 0.1913, 0.2132, 0.1886, 0.2440, 0.1926, 0.2251, 0.2239],
  "total_energy_ev": -16719.970,
  "orbital_gap_ha": 0.369,
  "smiles": "N#CN1CC(OCC2CCCCC2)C1",
  "e_above_lowest_kcal_mol": 157.9,
  "spin_multiplicity": 1,
  "e_lumo_ev": 0.71
}

***

What did the third record say?
{
  "formula": "C12H28BiNO5P2S",
  "method": "ωB97M-V/def2-TZVPD",
  "symbols": ["C", "C", "N", "C", "C", "C", "C", "P", "Bi", "P", "C", "O", "O", "H", "H", "H", "C", "C", "H", "H", "H", "H", "C", "C", "H", "H", "H", "H", "H", "H", "H", "H", "H", "H", "H", "H", "H", "H", "H", "H", "H", "H", "C", "S", "O", "O", "O", "H", "H", "H"],
  "coordinates": [[1.86509, -0.51488, -3.34941], [0.99727, -0.65304, -2.25552], [0.46274, 0.47361, -1.66954], [0.92897, 1.68868, -2.00303], [1.81917, 1.86415, -3.04863], [2.29557, 0.74993, -3.73948], [0.78056, -1.96056, -1.66917], [-0.58285, -2.19064, -0.52509], [-1.49790, 0.34342, -0.07906], [-0.33217, 2.60079, 0.36810], [0.40774, 2.92351, -1.27857], [3.05216, -2.00883, -0.32847], [3.03017, 0.28940, 0.87777], [2.21461, -1.43208, -3.81857], [2.13762, 2.87492, -3.29441], [2.98305, 0.85764, -4.56518], [-1.95877, -3.18166, -1.19432], [0.05002, -3.13169, 0.89624], [1.23356, 3.63792, -1.11290], [-0.35216, 3.43112, -1.90221], [2.21164, -2.13248, -0.91947], [0.98312, -2.82014, -2.33150], [-1.44347, 3.96661, 0.79641], [1.06321, 2.63055, 1.51222], [2.17693, -0.54992, 3.21341], [3.91233, 0.70052, 0.95647], [3.13696, -0.62207, 0.43135], [3.78312, -2.46132, -0.77876], [-2.77165, -0.27245, -1.18965], [2.52022, -0.47946, 2.52096], [-1.57545, -4.15190, -1.53553], [-2.69038, -3.36996, -0.39108], [-2.43209, -2.65629, -2.03723], [-0.04868, -4.20576, 0.68312], [1.10602, -2.88577, 1.07660], [-0.54561, -2.87203, 1.78507], [1.55997, 3.60620, 1.40970], [0.66630, 2.51025, 2.53241], [1.78231, 1.82199, 1.28420], [-0.94462, 4.92516, 0.59726], [-2.36189, 3.92887, 0.19067], [-1.68802, 3.89676, 1.86828], [-3.96449, -1.41834, 2.91307], [-3.08434, 0.11302, 2.63984], [-3.71483, 0.75746, 1.44319], [-3.08318, 0.89397, 3.84850], [-1.68164, -0.35762, 2.23455], [-4.43973, -1.34001, 3.89789], [-3.25537, -2.25470, 2.91787], [-4.71115, -1.56286, 2.12162]],
  "nbo_charge": [-0.2826, 0.2748, -0.5819, 0.2547, -0.3194, -0.1247, -0.9455, 0.9832, 1.2229, 0.8566, -0.7485, -1.0135, -1.0069, 0.2175, 0.2167, 0.2182, -0.9461, -0.9611, 0.2458, 0.2540, 0.4936, 0.2379, -0.9385, -0.9602, -0.0648, 0.4700, 0.5188, 0.4765, -0.2888, 0.0391, 0.2223, 0.2400, 0.2573, 0.2268, 0.2740, 0.2550, 0.2221, 0.2584, 0.3079, 0.2274, 0.2503, 0.2670, -0.8989, 2.3566, -1.0121, -0.9507, -1.0437, 0.2504, 0.2444, 0.2478],
  "total_energy_ev": -59874.946,
  "orbital_gap_ha": 0.240,
  "e_above_lowest_kcal_mol": 0.0,
  "spin_multiplicity": 1,
  "e_lumo_ev": 0.07
}